Density functional theory data (ωB97M-V/def2-TZVPD) for a structure of composition C12H14N2O3S.

Values from the calculation:
electronic energy	-32617.75950	eV
lowest unoccupied orbital energy	-0.095	eV
relative energy (zero: lowest compared OMol25 entry of this formula, charge and spin)	286.84	kcal/mol

The geometry in ORCA input format:
```
! wB97M-V def2-TZVPD RIJCOSX def2/J DEFGRID3
* xyz 0 1
C 2.033 -0.348 1.703
H 1.381 -1.054 1.807
H 2.536 -0.288 0.607
H 2.888 -0.347 2.468
O 1.672 0.956 1.929
C 0.545 1.313 1.121
C -0.134 2.397 1.745
C -0.983 3.217 0.824
C -1.451 2.744 -0.415
C -0.914 1.691 -0.842
C -0.008 0.876 -0.400
S 0.758 -0.488 -1.364
O 2.293 -0.390 -1.175
O -0.091 -0.438 -2.525
N 0.289 -1.761 -0.397
C 0.566 -3.188 -0.350
N -0.029 -3.850 0.504
C -1.037 -3.170 1.022
C -0.924 -1.715 0.411
H -1.557 -1.006 0.773
H -1.615 -3.565 1.581
C 1.616 -3.639 -1.332
H 1.391 -3.308 -2.427
H 1.811 -4.646 -1.145
H 2.759 -2.827 -1.349
H -1.260 1.352 -1.864
C -2.535 3.522 -0.903
H -3.578 3.591 -0.596
H -2.357 4.407 -1.215
H -2.926 3.008 -1.921
H -1.534 4.094 1.237
H 0.391 2.859 2.486
*
```

Results of the Löwdin charge analysis, in e, for atoms 1 through 4: -0.117 0.011 0.112 0.130



Density functional theory data (ωB97M-V/def2-TZVPD) for an isolated molecule of C12H14N2O4.

Values from the calculation:
electronic energy	-23838.35909	eV
lowest unoccupied orbital energy	-0.638	eV
relative energy (zero: lowest compared OMol25 entry of this formula, charge and spin)	72.48	kcal/mol
SMILES string	COC(=O)CCc1ccc(N(N=O)C(C)=O)cc1

The geometry in ORCA input format:
```
! wB97M-V def2-TZVPD RIJCOSX def2/J DEFGRID3
* xyz 0 1
C 4.137 -0.171 -1.012
O 3.231 -0.865 -1.896
C 2.551 -0.052 -2.749
O 2.918 1.091 -3.044
C 1.281 -0.563 -3.389
C 0.619 -1.585 -2.465
C -0.007 -0.906 -1.248
C -1.321 -0.428 -1.413
C -2.004 0.163 -0.366
C -1.495 0.177 0.943
N -2.328 0.628 1.999
N -3.658 0.384 1.876
O -4.444 1.260 2.284
C -1.815 1.214 3.164
C -2.560 1.527 4.482
O -0.678 1.614 3.212
C -0.186 -0.383 1.155
C 0.523 -0.923 0.064
H 4.946 0.331 -1.522
H 4.627 -0.863 -0.306
H 3.574 0.563 -0.409
H 0.644 0.291 -3.633
H 1.511 -1.110 -4.326
H -0.138 -2.079 -3.048
H 1.317 -2.388 -2.178
H -1.823 -0.496 -2.367
H -2.987 0.567 -0.604
H -1.843 1.622 5.309
H -3.219 0.698 4.663
H -3.125 2.465 4.400
H 0.264 -0.375 2.157
H 1.489 -1.409 0.266
*
```

Results of the Löwdin charge analysis, in e, for atoms 1 through 4: -0.049 -0.057 -0.459 0.080



Density functional theory data (ωB97M-V/def2-TZVPD) for a structure of composition C12H14N2O4S3.

Values from the calculation:
electronic energy	-56347.08759	eV
lowest unoccupied orbital energy	0.031	eV
relative energy (zero: lowest compared OMol25 entry of this formula, charge and spin)	2.55	kcal/mol

The geometry in ORCA input format:
```
! wB97M-V def2-TZVPD RIJCOSX def2/J DEFGRID3
* xyz 0 1
C 0.046 0.530 3.211
C -0.737 -0.743 3.496
H -0.944 -0.850 4.562
H -0.194 -1.620 3.129
O -2.026 -0.702 2.875
C -2.087 -0.995 1.582
O -1.160 -1.387 0.920
C -3.456 -0.688 1.024
H -4.234 -0.789 1.776
H -3.667 -1.254 0.120
S -3.369 1.091 0.599
C -2.165 0.973 -0.670
N -2.212 0.003 -1.540
S -0.971 0.065 -2.589
C -0.296 1.502 -1.890
C -1.083 1.887 -0.815
C -0.822 2.954 0.054
N -0.608 3.800 0.798
S 1.126 2.308 -2.452
C 1.683 1.136 -3.722
C 2.046 -0.238 -3.174
O 2.131 -1.207 -3.878
O 2.256 -0.207 -1.870
C 2.606 -1.433 -1.213
C 2.103 -1.378 0.216
H 2.440 -2.263 0.749
H 1.016 -1.349 0.242
H 2.494 -0.494 0.714
H 3.697 -1.527 -1.246
H 2.165 -2.266 -1.769
H 0.924 1.031 -4.499
H 2.576 1.583 -4.163
H -0.526 1.403 3.516
H 0.261 0.612 2.148
H 0.985 0.511 3.757
*
```

Results of the Löwdin charge analysis, in e, for atoms 1 through 4: -0.052 -0.200 0.124 0.121



Density functional theory data (ωB97M-V/def2-TZVPD) for a structure of composition C12H14N5O10PbS4Sb.

Values from the calculation:
electronic energy	-95722.33296	eV
lowest unoccupied orbital energy	3.745	eV

The geometry in ORCA input format:
```
! wB97M-V def2-TZVPD RIJCOSX def2/J DEFGRID3
* xyz -2 1
Pb 0.211 -0.058 -1.115
N 0.772 -0.412 1.656
N 1.046 0.777 2.344
C 1.673 1.867 1.830
O 1.612 2.932 2.424
O 2.412 1.807 0.740
H -0.230 -0.608 1.576
H 1.289 -1.210 2.016
H 0.504 0.991 3.176
S 5.076 -0.811 -3.163
Sb 3.281 0.564 -2.956
S 2.731 0.431 -0.234
S 1.202 -0.454 -3.517
S 3.578 2.672 -3.763
O -3.869 -1.058 0.078
C -2.677 -1.316 0.203
O -1.779 -0.497 0.568
C -2.246 -2.777 -0.023
C -3.241 -3.711 0.004
C -2.974 -5.092 -0.048
C -1.653 -5.522 0.027
C -0.629 -4.600 0.043
C -0.862 -3.177 -0.172
O 0.097 -2.442 -0.495
N 0.684 -5.066 0.309
O 1.470 -4.320 0.866
O 0.950 -6.228 0.027
N -4.026 -6.014 -0.063
O -5.182 -5.597 -0.070
O -3.762 -7.216 -0.067
H -4.267 -3.379 0.093
H -1.428 -6.574 0.126
C 2.144 4.668 -1.339
N 1.008 4.586 -0.446
C 0.868 5.616 0.553
C 0.268 3.467 -0.447
C -0.871 3.385 0.536
O 0.481 2.573 -1.270
H 2.317 5.705 -1.625
H 1.937 4.081 -2.232
H 3.047 4.268 -0.869
H 1.553 6.428 0.317
H 1.113 5.233 1.548
H -0.149 6.013 0.551
H -1.677 4.044 0.215
H -0.554 3.666 1.536
H -1.250 2.365 0.551
*
```

Results of the Löwdin charge analysis, in e, for atoms 1 through 4: 1.064 -0.054 0.020 -0.690



Density functional theory data (ωB97M-V/def2-TZVPD) for a cluster of 2 separate species, C12H14NO2 in total.

Values from the calculation:
electronic energy	-18257.61627	eV
lowest unoccupied orbital energy	3.013	eV
relative energy (zero: lowest compared OMol25 entry of this formula, charge and spin)	23.83	kcal/mol

The geometry in ORCA input format:
```
! wB97M-V def2-TZVPD RIJCOSX def2/J DEFGRID3
* xyz -1 1
C 0.631 -1.535 0.834
C 0.586 -2.538 -0.318
C -0.740 -0.924 0.985
C -1.837 -1.368 1.684
C -1.211 0.233 0.254
C -2.555 0.441 0.570
C -0.532 1.072 -0.657
C -3.301 1.504 0.009
C -1.286 2.042 -1.275
C -2.631 2.310 -0.867
N -2.949 -0.567 1.405
H 0.985 -1.799 1.832
H 1.226 -0.664 0.567
H 0.043 -2.126 -1.169
H -1.882 -2.067 2.504
H -3.831 -0.528 1.882
H 0.442 0.739 -1.011
H -4.373 1.563 0.160
H -0.875 2.618 -2.096
H -3.026 3.289 -1.124
H 0.179 -3.505 -0.029
H 1.585 -2.627 -0.746
C 3.650 1.329 -0.388
C 3.638 -0.205 -0.631
O 4.620 -0.893 -0.283
O 2.600 -0.648 -1.207
H 4.677 1.646 -0.230
H 3.115 1.491 0.551
H 3.052 1.719 -1.207
*
```

Results of the Löwdin charge analysis, in e, for atoms 1 through 4: -0.191 -0.096 -0.186 -0.055



Density functional theory data (ωB97M-V/def2-TZVPD) for a structure of composition C12H14O2.

Values from the calculation:
electronic energy	-16758.55923	eV
lowest unoccupied orbital energy (alpha / beta)	0.695 / -1.326	eV
relative energy (zero: lowest compared OMol25 entry of this formula, charge and spin)	22.12	kcal/mol
<S²>	2.0267

The geometry in ORCA input format:
```
! wB97M-V def2-TZVPD RIJCOSX def2/J DEFGRID3
* xyz 0 3
C 1.473 -0.284 1.161
C 1.400 -1.116 0.095
C 0.398 0.023 2.038
C 0.097 -1.331 -0.642
C -0.759 -0.650 1.749
C -0.899 -1.469 0.562
C 0.873 0.031 -2.660
C 0.188 0.018 -1.487
C -2.084 -1.191 2.311
C -1.892 -2.200 1.179
C 1.072 2.708 -0.560
C -0.262 2.341 -1.271
O -2.548 -3.326 0.735
O -0.617 0.967 -0.966
H 2.380 0.193 1.399
H 2.313 -1.163 -0.410
H 0.494 0.655 3.018
H 0.130 -2.229 -1.229
H 0.978 0.959 -3.184
H 1.436 -0.805 -2.993
H -2.192 -1.696 3.260
H -2.923 -0.521 2.069
H 1.314 3.834 -0.666
H 1.168 2.547 0.510
H 1.765 2.149 -1.143
H -0.172 2.524 -2.301
H -1.162 2.911 -0.817
H -1.969 -3.879 0.241
*
```

Results of the Löwdin charge analysis, in e, for atoms 1 through 4: -0.135 -0.059 -0.038 -0.105



Please write out number 1 again, unchanged.
Density functional theory data (ωB97M-V/def2-TZVPD) for a structure of composition C12H14N2O3S.

Values from the calculation:
electronic energy	-32617.75950	eV
lowest unoccupied orbital energy	-0.095	eV
relative energy (zero: lowest compared OMol25 entry of this formula, charge and spin)	286.84	kcal/mol

The geometry in ORCA input format:
```
! wB97M-V def2-TZVPD RIJCOSX def2/J DEFGRID3
* xyz 0 1
C 2.033 -0.348 1.703
H 1.381 -1.054 1.807
H 2.536 -0.288 0.607
H 2.888 -0.347 2.468
O 1.672 0.956 1.929
C 0.545 1.313 1.121
C -0.134 2.397 1.745
C -0.983 3.217 0.824
C -1.451 2.744 -0.415
C -0.914 1.691 -0.842
C -0.008 0.876 -0.400
S 0.758 -0.488 -1.364
O 2.293 -0.390 -1.175
O -0.091 -0.438 -2.525
N 0.289 -1.761 -0.397
C 0.566 -3.188 -0.350
N -0.029 -3.850 0.504
C -1.037 -3.170 1.022
C -0.924 -1.715 0.411
H -1.557 -1.006 0.773
H -1.615 -3.565 1.581
C 1.616 -3.639 -1.332
H 1.391 -3.308 -2.427
H 1.811 -4.646 -1.145
H 2.759 -2.827 -1.349
H -1.260 1.352 -1.864
C -2.535 3.522 -0.903
H -3.578 3.591 -0.596
H -2.357 4.407 -1.215
H -2.926 3.008 -1.921
H -1.534 4.094 1.237
H 0.391 2.859 2.486
*
```

Results of the Löwdin charge analysis, in e, for atoms 1 through 4: -0.117 0.011 0.112 0.130